[1]
The following is a DFT calculation (ωB97M-V/def2-TZVPD) of a single C19H23NO3 molecule at a distorted geometry.

Calculated values
2S+1: 1
Kohn-Sham gap: 8.25 eV
F_max: 2.30 eV Å⁻¹
structure (SMILES): CC(C)(C)N(CC(=O)c1cc(O)cc(O)c1)Cc1ccccc1
ΔE to the lowest compared entry with this formula, charge and spin: 1.910 eV

XYZ file:
```
46
Properties=species:S:1:pos:R:3:forces:R:3
O -1.447 0.990 -0.499 0.372 -0.759 0.953
O -5.547 -1.230 1.390 0.217 -0.338 0.093
O -1.873 -3.747 3.080 0.651 -0.654 0.662
C -0.997 0.213 0.340 0.472 1.515 -1.414
C 0.869 -2.947 -3.277 0.404 1.706 0.919
C 2.079 -2.641 -2.606 -0.498 0.402 -0.272
C -0.167 -1.998 -3.298 0.880 -0.614 -0.269
C -3.725 -2.493 2.280 0.515 1.191 -0.861
C -3.330 -0.576 0.863 1.823 0.140 0.013
C -1.459 -1.787 1.837 0.729 0.168 -0.434
C 2.226 -1.381 -2.031 -0.248 0.458 -0.243
C 0.009 -0.730 -2.721 -0.907 -1.037 -0.961
C -4.194 -1.430 1.490 -0.281 -0.392 0.623
C -2.349 -2.684 2.414 -1.558 0.562 -0.393
C -1.926 -0.725 1.037 -0.682 -1.074 0.686
C 1.199 -0.395 -2.141 1.011 -0.249 1.344
N 1.498 1.112 -0.102 -0.898 -1.356 0.983
C 0.540 0.201 0.636 0.262 1.054 -0.138
C 1.394 0.999 -1.575 0.381 0.770 0.373
C 2.290 2.312 1.968 -0.531 -2.096 -0.789
C 0.526 3.334 0.573 -0.862 -0.303 0.188
C 2.832 3.168 -0.337 -0.095 0.676 -0.041
C 1.770 2.438 0.505 -0.260 0.514 0.187
H -5.703 -0.473 0.812 0.003 -0.092 0.077
H -2.568 -4.239 3.540 0.102 0.302 -0.295
H 0.785 -3.858 -3.802 -0.251 -0.943 -0.395
H 2.930 -3.335 -2.590 -0.563 0.200 0.021
H -1.070 -2.240 -3.858 0.076 0.132 0.284
H -4.440 -3.106 2.759 -0.575 -0.735 0.447
H -3.723 0.216 0.261 0.049 0.439 -0.321
H -0.395 -2.023 1.990 -0.512 0.416 -0.213
H 3.173 -1.132 -1.536 -0.456 0.038 -0.169
H -0.826 -0.045 -2.803 0.230 0.241 0.194
H 0.916 -0.774 0.392 -0.124 -0.821 0.125
H 0.650 0.338 1.725 0.138 -0.035 -0.454
H 2.309 1.385 -2.026 0.234 -0.052 0.224
H 0.629 1.691 -1.904 -0.567 -0.187 -0.495
H 3.036 1.505 2.078 -0.106 0.470 -0.167
H 2.657 3.226 2.325 0.848 1.416 0.224
H 1.488 2.080 2.667 -0.279 -0.207 -0.086
H -0.298 2.890 1.186 0.643 0.134 -0.554
H 0.148 3.530 -0.428 -0.195 -0.063 -0.068
H 0.732 4.300 1.026 0.295 0.139 0.081
H 3.192 4.086 0.193 -0.447 -0.695 -0.452
H 3.684 2.525 -0.479 0.492 -0.316 -0.017
H 2.476 3.452 -1.354 0.068 -0.068 0.799
```
Positions in Å, forces in eV/Å.

These are the Mulliken partial charges, in e, on atoms 1 to 8:
1 O -0.63
2 O -0.57
3 O -0.54
4 C 1.24
5 C -0.45
6 C -0.57
7 C -0.80
8 C -0.84

[2]
The following is a DFT calculation (ωB97M-V/def2-TZVPD) of a molecular structure, C19H24AlBrNSi at a distorted geometry.

Calculated values
2S+1: 1
charge: -1
Kohn-Sham gap: 4.70 eV
F_max: 2.02 eV Å⁻¹

XYZ file:
```
47
Properties=species:S:1:pos:R:3:forces:R:3
C -1.892 -0.848 -0.903 -1.048 0.521 0.936
C -1.700 -1.382 0.433 -1.624 1.148 -0.232
C -1.868 -0.266 1.340 -0.778 -0.007 -0.713
H -1.731 -2.427 0.719 0.261 0.182 -0.117
C -1.992 0.931 0.571 -0.096 -0.955 0.675
C -2.038 0.566 -0.802 -0.071 -0.960 -0.312
H -2.265 1.249 -1.619 0.469 -0.274 0.142
H -2.074 -1.448 -1.787 0.702 0.223 0.021
H -2.052 -0.349 2.412 0.739 0.025 -0.384
H -2.182 1.923 0.982 0.266 -0.366 -0.221
Al 0.056 -0.276 0.126 -0.033 -0.183 0.700
Br 1.101 -0.725 -1.838 0.357 0.321 0.285
C 2.743 0.676 -4.796 -0.789 -0.349 -0.454
C 1.647 1.470 -5.246 0.063 -0.957 -0.029
C 0.652 0.591 -5.772 0.826 -0.268 0.365
H 1.590 2.552 -5.217 -0.012 -0.014 0.026
C 1.136 -0.745 -5.649 0.453 0.777 0.279
C 2.427 -0.693 -5.043 -0.530 0.786 -0.275
H 3.063 -1.543 -4.827 -0.001 -0.007 0.018
H 3.666 1.047 -4.367 -0.021 0.005 0.042
H -0.293 0.888 -6.210 0.011 -0.003 0.025
H 0.626 -1.642 -5.983 -0.015 0.016 0.042
C -0.578 1.997 3.332 -0.350 0.294 0.103
Si 0.879 0.848 3.176 0.484 -1.216 -1.539
C 2.371 1.926 2.863 0.338 0.377 0.359
C 0.986 -0.094 4.781 0.142 0.000 0.541
N 0.893 -0.349 1.807 -0.286 0.994 -0.433
C 2.092 -1.113 1.758 0.561 0.457 0.118
C 3.163 -0.719 0.917 -0.047 -0.229 0.573
C 4.407 -1.321 1.062 -0.009 -0.492 0.183
C 4.588 -2.355 1.999 -0.444 0.085 0.249
C 3.498 -2.794 2.781 0.534 0.223 -0.710
C 2.247 -2.198 2.636 0.313 0.212 -0.228
H -0.357 2.627 4.209 -0.006 -0.130 -0.167
H -1.530 1.497 3.539 0.143 0.070 -0.075
H -0.717 2.680 2.486 0.087 -0.192 0.117
H 2.459 2.700 3.637 0.031 -0.051 -0.097
H 3.313 1.365 2.854 -0.213 0.014 -0.010
H 2.288 2.440 1.895 -0.068 -0.152 0.160
H 0.108 -0.733 4.952 0.149 0.175 -0.122
H 1.878 -0.732 4.850 -0.190 0.204 -0.068
H 1.032 0.634 5.606 -0.015 -0.194 -0.104
H 3.018 0.083 0.184 0.059 -0.303 0.432
H 5.245 -0.985 0.446 -0.274 -0.155 0.180
H 5.574 -2.813 2.130 -0.395 0.159 -0.076
H 3.636 -3.607 3.488 -0.012 0.062 -0.074
H 1.379 -2.523 3.217 0.337 0.125 -0.131
```
Positions in Å, forces in eV/Å.

These are the Mulliken partial charges, in e, on atoms 1 to 8:
1 C -0.45
2 C -0.82
3 C -0.25
4 H 0.53
5 C -0.35
6 C -0.63
7 H 0.47
8 H 0.53

[3]
The following is a DFT calculation (ωB97M-V/def2-TZVPD) of a molecular structure, C19H24CdCl2N5O2S3Si.

Calculated values
2S+1: 1
charge: -1
Kohn-Sham gap: 7.58 eV
F_max: 0.13 eV Å⁻¹
ΔE to the lowest compared entry with this formula, charge and spin: 0.274 eV

XYZ file:
```
57
Properties=species:S:1:pos:R:3:forces:R:3
Cd 0.927 -0.164 -0.770 -0.032 0.073 0.078
C -5.105 -2.547 2.600 0.003 0.001 0.007
Si -3.492 -2.663 1.631 -0.070 0.026 0.046
C -3.908 -3.281 -0.082 0.017 -0.002 -0.050
C -2.385 -3.866 2.537 0.037 -0.041 0.011
C -2.751 -0.939 1.573 0.046 -0.002 -0.053
C -3.396 0.131 2.176 0.039 0.067 -0.006
C -2.870 1.420 2.117 -0.042 -0.087 0.009
C -1.693 1.592 1.417 0.003 0.043 0.016
N -1.053 0.598 0.809 0.057 -0.068 -0.083
C -1.540 -0.650 0.892 -0.077 0.027 0.074
S -0.594 -1.898 0.125 -0.014 0.004 -0.036
H -5.565 -3.537 2.657 -0.005 0.001 0.000
H -5.822 -1.875 2.122 -0.002 -0.002 -0.002
H -4.942 -2.199 3.623 -0.003 -0.003 0.003
H -4.379 -4.267 -0.032 0.002 -0.006 0.005
H -3.007 -3.352 -0.692 -0.018 -0.006 -0.015
H -4.599 -2.597 -0.579 0.005 0.004 -0.006
H -2.860 -4.849 2.596 0.001 -0.002 -0.001
H -2.195 -3.521 3.556 0.009 0.002 0.001
H -1.428 -3.970 2.028 0.006 -0.007 0.015
H -4.328 -0.034 2.706 -0.005 0.005 0.002
H -3.358 2.260 2.591 0.000 0.000 0.002
H -1.236 2.572 1.337 0.023 0.003 -0.022
Cl 2.951 -3.611 0.121 0.012 -0.001 0.012
C 2.907 -3.670 -1.647 0.017 0.041 -0.010
Cl 1.288 -4.046 -2.258 0.009 -0.027 -0.005
H 3.587 -4.445 -1.980 -0.010 -0.010 0.008
H 3.172 -2.684 -2.020 -0.013 -0.005 -0.002
O 2.836 3.062 -0.526 -0.042 0.008 -0.001
C 2.973 1.893 -0.118 -0.030 -0.053 -0.031
O 2.107 1.247 0.549 0.062 0.067 0.030
C 4.237 1.149 -0.474 -0.003 -0.064 -0.021
C 5.410 1.430 0.211 0.033 -0.002 0.009
C 6.587 0.751 -0.074 -0.001 0.033 0.023
C 6.586 -0.214 -1.069 -0.013 -0.027 -0.028
C 5.418 -0.494 -1.764 0.028 -0.014 -0.002
C 4.224 0.172 -1.482 -0.040 0.058 0.028
S 2.794 -0.207 -2.465 0.008 -0.049 -0.014
H 5.397 2.196 0.977 -0.006 0.001 0.001
H 7.493 0.977 0.473 -0.001 0.001 0.001
H 7.495 -0.753 -1.308 -0.001 -0.002 -0.005
H 5.421 -1.240 -2.549 -0.004 0.001 0.001
C 0.092 4.860 -0.676 -0.021 -0.005 -0.002
C -0.990 3.931 -1.081 -0.055 -0.012 0.025
N -2.265 4.129 -0.938 0.020 0.004 -0.003
N -2.838 2.997 -1.453 0.023 -0.010 0.006
C -1.952 2.079 -1.892 -0.070 0.082 0.028
S -2.199 0.590 -2.577 0.002 -0.066 -0.034
N -0.761 2.706 -1.655 0.044 0.063 0.001
N 0.462 2.080 -1.852 0.090 -0.087 0.002
H -0.356 5.704 -0.158 0.008 0.006 0.000
H 0.636 5.219 -1.551 0.009 -0.002 0.003
H 0.821 4.360 -0.035 -0.003 0.001 -0.006
H -3.832 2.866 -1.431 0.004 -0.006 0.000
H 0.661 1.992 -2.845 -0.019 0.022 -0.009
H 1.215 2.610 -1.389 -0.015 0.025 0.004
```
Positions in Å, forces in eV/Å.

These are the Mulliken partial charges, in e, on atoms 1 to 8:
1 Cd 1.01
2 C -1.10
3 Si 0.13
4 C -0.95
5 C -0.99
6 C 0.35
7 C -0.05
8 C -1.18